[1]
Below is a structure of composition C42H45LuN4O2P, with properties calculated with ωB97M-V/def2-TZVPD.

```
95
Properties=species:S:1:pos:R:3:mulliken_charge:R:1
Lu -0.53 0.30 -0.08 1.670
O -2.06 0.16 1.40 -0.430
N -3.12 1.06 1.58 -0.991
N -2.95 2.03 0.75 1.336
O -1.93 2.07 -0.13 -0.719
C -3.93 3.07 0.78 0.066
C -5.21 2.86 1.35 -0.183
C -6.09 3.93 1.42 -0.726
C -5.77 5.12 0.79 -0.246
C -4.57 5.29 0.10 -0.686
C -3.65 4.25 0.12 -0.176
H -5.43 1.91 1.85 0.455
H -6.99 3.89 2.04 0.384
H -6.48 5.98 0.82 0.315
H -4.35 6.15 -0.58 0.349
H -2.67 4.40 -0.36 0.345
N -0.28 -1.93 0.93 -0.060
C 0.08 -3.23 0.39 -0.342
C 0.40 -4.27 1.30 -0.556
C 0.77 -5.49 0.80 -0.626
C 0.70 -5.75 -0.56 -0.808
C 0.32 -4.76 -1.47 -1.074
C 0.02 -3.46 -1.02 0.266
P -0.38 -2.04 -2.03 2.763
C -2.03 -1.55 -1.47 -0.364
C -2.58 -0.38 -2.06 -0.185
C -3.88 0.04 -1.84 -0.597
C -4.68 -0.72 -0.97 -0.573
C -4.19 -1.91 -0.40 -0.962
C -2.89 -2.33 -0.68 -0.726
C -0.63 -2.69 -3.65 -0.047
C 0.46 -2.60 -4.55 -0.103
C 0.34 -3.08 -5.85 -0.834
C -0.89 -3.65 -6.23 -0.429
C -1.98 -3.81 -5.35 -0.812
C -1.84 -3.31 -4.07 -0.227
H 0.39 -1.66 1.64 0.108
H -1.23 -1.96 1.37 0.354
H 0.46 -4.09 2.37 0.500
H 1.16 -6.24 1.52 0.371
H 1.01 -6.74 -0.89 0.422
H 0.14 -4.98 -2.51 0.521
H -2.03 0.23 -2.77 0.426
H -4.23 0.96 -2.32 0.453
H -5.69 -0.34 -0.79 0.385
H -4.87 -2.53 0.16 0.512
H -2.57 -3.29 -0.31 0.600
H 1.40 -2.17 -4.23 0.395
H 1.15 -3.04 -6.59 0.412
H -1.05 -4.00 -7.25 0.376
H -2.89 -4.30 -5.64 0.451
H -2.63 -3.47 -3.34 0.353
C 4.53 -2.30 -0.93 -1.901
C 3.76 -1.04 -1.15 0.598
C 3.45 -0.63 -2.47 -0.513
C 2.55 0.42 -2.69 0.483
C 2.24 0.84 -4.08 -1.628
C 1.96 1.06 -1.59 -0.449
C 2.20 0.63 -0.23 0.296
C 3.23 -0.33 -0.07 -0.595
N 1.34 1.08 0.74 0.210
C 1.77 1.64 2.04 0.551
C 3.28 2.06 2.05 -1.137
C 3.65 2.65 3.43 0.396
C 2.80 3.88 3.77 -1.398
C 1.32 3.46 3.80 0.534
C 1.13 2.40 4.87 -1.317
C 1.97 1.19 4.53 0.420
C 3.44 1.57 4.51 -1.345
C 1.55 0.61 3.18 -1.164
C 0.93 2.92 2.40 -1.334
H 4.30 -3.06 -1.69 0.397
H 4.36 -2.66 0.09 0.376
H 5.61 -2.12 -1.06 0.375
H 3.89 -1.13 -3.31 0.506
H 2.68 0.15 -4.82 0.351
H 2.62 1.83 -4.33 0.436
H 1.12 0.91 -4.26 0.240
H 1.44 2.00 -1.78 0.560
H 3.56 -0.58 0.93 0.309
H 3.42 2.82 1.26 0.370
H 3.93 1.21 1.79 0.478
H 4.75 2.92 3.43 0.210
H 2.99 4.70 3.07 0.477
H 3.12 4.28 4.78 0.475
H 0.70 4.33 4.06 0.269
H 0.06 2.12 4.97 0.411
H 1.48 2.81 5.87 0.500
H 1.84 0.43 5.35 0.222
H 4.11 0.70 4.32 0.450
H 3.73 1.96 5.52 0.482
H 0.49 0.36 3.19 0.516
H 2.13 -0.33 2.98 0.257
H 1.08 3.69 1.66 0.391
H -0.15 2.64 2.37 0.128
```

Highest occupied orbital energy (alpha / beta) = -0.3641 / -0.3641 Ha
Total charge = +1
Gap between HOMO and LUMO (alpha / beta) = 6.93 / 6.93 eV


[2]
Below is a structure of composition C42H46BrCsN8O2S, with properties calculated with ωB97M-V/def2-TZVPD.

```
101
Properties=species:S:1:pos:R:3:mulliken_charge:R:1
Cs -0.36 -0.26 -0.53 1.320
C -2.43 -1.59 -4.98 -0.971
C -1.36 -2.66 -4.75 -1.030
C -0.68 -2.75 -3.35 0.449
N -1.60 -2.76 -2.26 -0.246
C -1.29 -3.47 -1.16 -0.060
C -2.38 -3.74 -0.28 -0.982
C -2.72 -4.95 0.24 -0.098
C -1.90 -6.10 0.49 -0.360
C -0.55 -6.16 0.19 -0.718
C 0.30 -5.14 -0.10 -0.696
C 0.11 -3.87 -0.83 0.940
N 1.06 -3.10 -1.27 -0.065
C 2.43 -3.10 -0.63 -0.389
C 3.38 -1.91 -0.80 -0.422
C 3.42 -1.28 -2.24 -1.171
N 2.31 -0.34 -2.44 0.065
C 2.31 0.39 -3.51 0.926
C 3.46 0.56 -4.38 -0.996
C 3.90 1.62 -5.15 -0.400
C 3.36 2.88 -5.18 -0.570
C 2.08 3.31 -4.83 -0.339
C 1.10 2.53 -4.22 -0.912
C 1.09 1.12 -3.80 0.182
N -0.02 0.45 -3.53 0.079
C -1.24 0.65 -4.32 -0.976
C -2.39 -0.33 -4.02 -0.012
H -3.47 -2.02 -4.90 0.312
H -2.49 -1.26 -6.03 0.402
H -0.59 -2.51 -5.49 0.331
H -1.76 -3.68 -4.97 0.415
H -0.05 -1.80 -3.33 -0.278
H 0.01 -3.65 -3.37 0.429
H -3.15 -2.97 -0.30 0.191
H -3.75 -5.09 0.46 0.330
H -2.43 -7.02 0.80 0.252
H -0.07 -7.12 0.11 0.317
H 1.33 -5.33 0.12 0.342
H 3.04 -3.98 -0.98 0.197
H 2.39 -3.22 0.51 -0.288
H 4.35 -2.18 -0.34 0.416
H 3.07 -1.11 -0.10 0.004
H 3.47 -2.06 -3.03 0.428
H 4.45 -0.82 -2.36 0.459
H 4.20 -0.20 -4.21 0.300
H 4.85 1.45 -5.62 0.358
H 3.93 3.64 -5.70 0.218
H 1.79 4.34 -4.96 0.315
H 0.14 3.02 -4.14 0.234
H -1.02 0.59 -5.39 0.323
H -1.60 1.74 -4.19 0.214
H -3.34 0.28 -4.06 0.389
H -2.29 -0.77 -2.98 -0.129
O 0.24 5.21 3.47 -0.725
C 1.41 4.54 3.12 0.877
C 2.53 5.08 3.77 -0.781
C 3.76 4.68 3.37 -0.012
C 3.89 3.71 2.37 -0.922
C 2.74 3.12 1.82 -0.355
C 1.46 3.50 2.20 -0.036
C 0.22 2.98 1.57 -0.002
O 0.38 1.70 1.24 -0.818
N -0.99 3.04 2.57 -0.429
N -1.97 2.41 1.84 -0.098
C -3.22 2.44 2.25 -0.465
C -4.29 1.93 1.42 0.429
Br -4.02 0.19 0.59 -0.202
C -5.58 2.36 1.26 -0.933
C -6.14 3.65 1.55 0.877
C -5.46 4.84 1.75 -0.532
C -6.15 5.96 2.10 -0.570
C -7.52 5.87 2.37 -0.335
C -8.24 4.70 2.10 -0.476
C -7.55 3.59 1.73 -0.509
H -0.51 4.66 3.05 0.528
H 2.41 5.93 4.49 0.278
H 4.69 5.14 3.78 0.291
H 4.88 3.40 2.07 0.375
H 2.83 2.27 1.15 0.521
H -0.31 3.60 0.77 0.103
H -0.67 2.35 3.28 0.232
H -3.47 3.03 3.20 0.463
H -6.22 1.67 0.74 0.324
H -4.43 4.86 1.50 0.593
H -5.66 6.93 2.26 0.354
H -8.00 6.74 2.76 0.356
H -9.34 4.62 2.19 0.306
H -8.00 2.57 1.62 0.256
C 2.53 -4.26 4.09 -0.369
N 3.80 -4.11 4.77 0.262
C 4.30 -4.91 5.83 -0.250
C 5.43 -4.34 6.27 -0.487
N 5.64 -3.22 5.48 -0.026
C 4.69 -3.07 4.52 -0.070
S 4.65 -1.96 3.28 -0.381
H 2.62 -3.78 3.10 -0.176
H 1.72 -3.71 4.70 0.264
H 2.17 -5.30 3.97 0.299
H 3.77 -5.83 6.02 0.393
H 6.07 -4.42 7.18 0.323
H 6.48 -2.62 5.54 0.225
```

Highest occupied orbital energy = -0.0403 Ha
Total charge = -2
Gap between HOMO and LUMO = 4.46 eV


In the order shown, the computed energy above the lowest of the compared OMol25 structures with the same formula, charge and spin values come out to 0.0 37.5 kcal per mole.